1.
{
  "formula": "C24H29AsN3RuS",
  "method": "ωB97M-V/def2-TZVPD",
  "homo_ev": [-16.39, -16.13],
  "relative_energy_kj_mol": 140.8,
  "orbital_gap_ev": [4.40, 4.20],
  "e_lumo_ev": [-11.99, -11.92],
  "charge": 3,
  "elements": ["Ru", "As", "S", "N", "N", "N", "C", "C", "C", "C", "C", "C", "C", "C", "C", "C", "C", "C", "C", "C", "C", "C", "C", "C", "C", "C", "C", "C", "C", "C", "H", "H", "H", "H", "H", "H", "H", "H", "H", "H", "H", "H", "H", "H", "H", "H", "H", "H", "H", "H", "H", "H", "H", "H", "H", "H", "H", "H", "H"],
  "coordinates": [[0.48, -0.55, -0.23], [-1.78, 0.01, 0.65], [1.64, -1.52, 1.60], [2.01, 1.01, -0.68], [3.88, -1.96, 0.14], [4.24, -1.64, 2.26], [5.59, -1.93, 1.75], [-5.66, -1.04, 3.44], [1.99, 3.35, -1.36], [-0.16, -2.34, -3.71], [1.43, 3.98, -3.62], [1.23, 1.66, -2.93], [-2.05, -1.01, 2.38], [1.86, 4.32, -2.34], [-3.37, -0.24, -0.42], [-1.95, 1.86, 1.20], [0.78, 0.31, -3.21], [3.33, -1.71, 1.33], [0.81, -0.24, -4.50], [-5.66, -0.05, 4.41], [0.23, -0.51, -2.19], [-0.24, -1.81, -2.44], [0.37, -1.53, -4.74], [1.71, 2.03, -1.65], [-4.50, -1.30, 2.72], [-4.49, 0.66, 4.70], [1.12, 2.66, -3.91], [-3.32, -0.61, 3.01], [-3.34, 0.40, 3.99], [5.33, -2.21, 0.26], [-3.54, -1.30, -0.65], [-6.57, 0.20, 4.93], [-4.23, 0.16, 0.12], [-4.49, 1.41, 5.47], [1.24, 0.33, -5.32], [-4.51, -2.07, 1.96], [-1.90, 2.50, 0.32], [5.57, -3.24, -0.02], [2.36, 3.63, -0.38], [0.74, 2.41, -4.89], [-2.42, 0.94, 4.22], [-1.14, 2.13, 1.88], [2.33, 1.44, 0.18], [-2.01, -2.07, 2.13], [-1.18, -0.75, 2.99], [6.25, -1.08, 1.92], [-0.72, -2.38, -1.64], [-2.91, 2.00, 1.69], [3.34, -2.38, -0.61], [-0.51, -3.34, -3.91], [0.43, -1.94, -5.74], [4.06, -1.47, 3.24], [6.02, -2.80, 2.27], [5.88, -1.54, -0.39], [2.76, 0.41, -1.03], [1.35, 4.73, -4.39], [-3.26, 0.30, -1.36], [2.10, 5.35, -2.11], [-6.56, -1.61, 3.24]]
}

2.
{
  "formula": "C49H48BF4OP4Ru",
  "method": "ωB97M-V/def2-TZVPD",
  "multiplicity": 5,
  "s2": 6.0365,
  "homo_ev": [-15.73, -15.99],
  "orbital_gap_ev": [7.73, 4.20],
  "e_lumo_ev": [-8.00, -11.78],
  "charge": 3,
  "elements": ["Ru", "P", "P", "P", "P", "F", "F", "F", "F", "O", "C", "C", "C", "C", "C", "C", "C", "C", "C", "C", "C", "C", "C", "C", "C", "C", "C", "C", "C", "C", "C", "C", "C", "C", "C", "C", "C", "C", "C", "C", "C", "C", "C", "C", "C", "C", "C", "C", "C", "C", "C", "C", "C", "C", "C", "C", "C", "C", "C", "B", "H", "H", "H", "H", "H", "H", "H", "H", "H", "H", "H", "H", "H", "H", "H", "H", "H", "H", "H", "H", "H", "H", "H", "H", "H", "H", "H", "H", "H", "H", "H", "H", "H", "H", "H", "H", "H", "H", "H", "H", "H", "H", "H", "H", "H", "H", "H", "H"],
  "coordinates": [[-0.39, -0.20, 0.26], [-1.51, -2.32, -0.13], [2.01, 0.05, 0.21], [-0.17, -0.30, 2.66], [-1.30, 2.10, 0.11], [-0.33, -0.28, -4.30], [-0.16, -0.24, -1.74], [1.09, -1.77, -3.35], [1.64, 0.41, -3.41], [-3.33, -0.03, 0.09], [-0.18, 4.88, 3.58], [-5.00, 3.67, -0.61], [-1.51, 4.77, 3.22], [-0.31, 3.22, -3.66], [0.79, 4.12, 2.93], [0.03, -5.35, 2.94], [-0.98, 0.97, 3.72], [2.09, -0.20, 4.30], [0.42, 3.25, 1.93], [2.54, 0.03, 1.95], [0.04, 4.26, -1.10], [-3.09, 2.28, -0.17], [-1.85, -4.20, 1.96], [-1.22, -3.12, -1.74], [-6.65, 0.25, 1.62], [-0.98, -3.54, 1.10], [3.90, 0.12, 2.23], [-7.48, 0.12, -0.75], [-3.63, 3.53, -0.46], [0.39, -3.78, 1.17], [-5.38, -3.59, -0.22], [0.51, 4.95, -2.20], [-1.02, -4.34, -4.21], [-1.66, -3.12, -4.10], [1.62, -0.14, 2.99], [2.71, 1.54, -0.59], [-1.89, 3.92, 2.19], [-0.61, -1.77, 3.65], [0.90, -4.69, 2.08], [-1.76, -2.50, -2.87], [-3.33, -2.36, -0.11], [-6.23, 0.12, 0.14], [-1.34, -5.12, 2.87], [2.99, -1.28, -0.59], [0.36, 4.42, -3.48], [-3.99, -3.57, -0.25], [3.44, -0.11, 4.57], [-0.57, -4.35, -1.85], [-3.94, 1.17, -0.07], [4.35, 0.04, 3.53], [-0.92, 3.18, 1.53], [-5.34, 1.31, -0.16], [-0.81, 2.53, -2.57], [-5.47, -1.18, 0.00], [-5.84, 2.57, -0.43], [-0.48, -4.96, -3.09], [-6.10, -2.41, -0.08], [-4.06, -1.17, 0.00], [-0.62, 3.04, -1.29], [0.75, -0.53, -3.61], [-5.78, 0.24, 2.28], [-2.01, -5.64, 3.53], [-0.15, -4.85, -0.99], [-1.66, -2.02, 3.51], [-2.98, 4.39, -0.57], [5.41, 0.09, 3.74], [4.62, 0.24, 1.42], [-0.40, 1.88, 3.75], [3.68, 1.77, -0.14], [2.84, 1.32, -1.65], [-2.23, -1.53, -2.78], [1.16, 2.61, 1.46], [-1.98, 1.19, 3.36], [1.82, 4.20, 3.23], [2.06, 2.41, -0.51], [0.12, 5.55, 4.37], [-8.07, 1.02, -0.60], [0.00, -5.92, -3.18], [-3.43, -4.48, -0.38], [3.99, -0.90, -0.78], [-2.08, -2.64, -4.97], [-2.93, 3.85, 1.91], [0.75, 4.96, -4.33], [-7.21, 0.06, -1.80], [1.95, -4.88, 2.14], [-2.91, -4.01, 1.93], [-1.06, 0.58, 4.74], [0.01, -2.62, 3.38], [-0.95, -4.82, -5.17], [3.79, -0.17, 5.59], [-8.13, -0.72, -0.51], [0.99, 5.90, -2.06], [-1.32, 1.59, -2.72], [3.04, -2.16, 0.05], [-0.44, -1.54, 4.70], [-7.31, -0.57, 1.90], [-7.17, -2.47, -0.05], [0.41, -6.06, 3.65], [2.53, -1.54, -1.54], [1.40, -0.33, 5.13], [-7.18, 1.19, 1.78], [1.06, -3.25, 0.49], [-5.90, -4.53, -0.30], [0.17, 4.68, -0.11], [-6.90, 2.72, -0.51], [-5.43, 4.63, -0.84], [-2.26, 5.33, 3.75], [-0.45, 2.82, -4.65]]
}

3.
{
  "formula": "C8H8N2O2S",
  "method": "ωB97M-V/def2-TZVPD",
  "homo_ev": -8.62,
  "relative_energy_kj_mol": 132.8,
  "orbital_gap_ev": 9.07,
  "e_lumo_ev": 0.44,
  "elements": ["S", "O", "O", "N", "N", "C", "C", "C", "C", "C", "C", "C", "C", "H", "H", "H", "H", "H", "H", "H", "H"],
  "coordinates": [[1.35, 2.09, 1.57], [-0.58, -1.38, -3.15], [1.53, -0.86, -2.51], [-0.24, 1.20, -0.46], [-0.64, 1.99, -2.50], [-0.85, -2.01, 1.34], [0.42, -1.02, -2.67], [-0.31, 0.14, 0.47], [0.69, -0.51, 2.58], [0.04, -1.73, 2.38], [0.44, 0.44, 1.61], [-1.03, -1.06, 0.42], [-0.27, 0.93, -1.78], [2.13, 1.63, 0.51], [-0.09, 2.06, 0.12], [-1.50, -2.96, 1.52], [-0.43, 2.14, -3.43], [-0.67, 2.94, -1.99], [-1.62, -1.18, -0.49], [0.31, -2.57, 3.08], [1.30, -0.28, 3.37]]
}

| no. | largest force on an atom (eV Å⁻¹) |
| --- | --- |
| 1 | 2.71 |
| 2 | 1.32 |
| 3 | 4.57 |